# CH5N3S2

An isolated molecule of CH5N3S2 in a non-equilibrium geometry (ωB97M-V/def2-TZVPD, OMol25).

Orbital gap   8.812 eV
Electronic energy   -27257.512 eV
Energy relative to the best compared isomer or geometry (same formula, charge and spin)   0.6035 eV
SMILES   NNC(=S)NS
LUMO   0.0135 Ha

Each line ends with the natural charge from an NBO analysis.
Element x y z (Å)
N: -2.37 -1.19 -0.05  -0.6802
N: -1.73 0.02 0.04  -0.4359
C: -0.42 0.29 0.05  0.2689
S: 0.11 1.88 -0.03  -0.2601
N: 0.31 -0.83 0.03  -0.7624
S: 2.01 -0.85 -0.07  0.1839
H: -2.24 -1.82 -0.86  0.3689
H: -2.44 -1.74 0.80  0.3599
H: -2.32 0.85 -0.13  0.4038
H: -0.10 -1.69 0.44  0.4089
H: 2.15 0.22 0.83  0.1443



# C23H34O12

A cluster of 5 separate species, C23H34O12 in total in a non-equilibrium geometry (ωB97M-V/def2-TZVPD, OMol25).

Orbital gap   10.563 eV
Electronic energy   -48968.231 eV
SMILES   O=C(O)CC[C@H]1CCC(=O)O1.O=C1CCCO1.O=C1CCCO1.O=C1CCCO1.O=C1CCCO1
LUMO   0.0184 Ha

Each line ends with the natural charge from an NBO analysis.
Element x y z (Å)
O: 7.12 1.27 -2.81  -0.5764
C: 6.78 -0.03 -2.86  0.7844
O: 7.77 -1.13 -3.12  -0.6987
C: 5.22 -0.48 -2.61  -0.5318
C: 4.21 0.79 -2.27  -0.4204
C: 2.78 0.13 -1.80  0.1021
C: 1.36 0.76 -2.32  -0.4559
C: 0.73 -0.40 -3.34  -0.5634
C: 1.32 -1.77 -2.60  0.8154
O: 0.71 -2.96 -2.54  -0.5961
O: 2.63 -1.30 -2.11  -0.5673
H: 7.35 -1.99 -2.76  0.4883
H: 4.78 -1.00 -3.57  0.2624
H: 5.23 -1.21 -1.67  0.2380
H: 4.16 1.46 -3.23  0.2344
H: 4.62 1.47 -1.39  0.2428
H: 2.83 0.14 -0.64  0.1989
H: 0.68 0.79 -1.35  0.2581
H: 1.37 1.76 -2.95  0.2352
H: 1.36 -0.31 -4.34  0.2822
H: -0.44 -0.41 -3.46  0.2385
O: 0.25 1.36 0.70  -0.6068
C: -0.54 0.56 1.16  0.8070
C: -1.36 -0.42 0.37  -0.5414
C: -2.40 -0.85 1.37  -0.4298
C: -1.68 -0.70 2.68  -0.0719
O: -0.78 0.39 2.50  -0.4955
H: -0.72 -1.25 0.06  0.2459
H: -1.81 0.06 -0.50  0.2408
H: -2.78 -1.86 1.20  0.2282
H: -3.25 -0.16 1.33  0.2163
H: -1.10 -1.59 2.94  0.1823
H: -2.37 -0.48 3.50  0.2293
O: -4.53 3.38 4.12  -0.5705
C: -3.46 3.66 3.60  0.7864
C: -2.63 4.87 3.90  -0.5300
C: -1.68 4.91 2.73  -0.4288
C: -1.56 3.45 2.36  -0.0794
O: -2.83 2.88 2.67  -0.4915
H: -2.11 4.72 4.85  0.2351
H: -3.25 5.77 3.94  0.2442
H: -0.72 5.37 2.96  0.2233
H: -2.13 5.46 1.90  0.2075
H: -0.79 2.94 2.95  0.1925
H: -1.34 3.32 1.30  0.2082
O: 2.11 -0.57 -6.16  -0.5882
C: 1.27 -1.29 -6.68  0.8035
C: 0.81 -2.61 -6.16  -0.5387
C: 0.10 -3.20 -7.35  -0.4284
C: -0.40 -1.97 -8.07  -0.0715
O: 0.57 -0.96 -7.81  -0.4804
H: 0.13 -2.45 -5.32  0.2544
H: 1.66 -3.23 -5.85  0.2518
H: -0.70 -3.90 -7.08  0.2266
H: 0.82 -3.73 -7.98  0.2102
H: -1.37 -1.63 -7.69  0.1790
H: -0.49 -2.14 -9.15  0.1993
O: -2.72 -1.90 4.53  -0.5891
C: -2.79 -1.48 5.67  0.7979
C: -1.69 -1.57 6.69  -0.5303
C: -2.42 -1.28 7.97  -0.4291
C: -3.55 -0.39 7.52  -0.0719
O: -3.86 -0.83 6.20  -0.4747
H: -0.94 -0.80 6.47  0.2406
H: -1.23 -2.56 6.70  0.2471
H: -1.79 -0.82 8.74  0.2249
H: -2.83 -2.21 8.38  0.2112
H: -3.26 0.66 7.47  0.1824
H: -4.43 -0.49 8.16  0.2013



# C6H14O3

An isolated molecule of C6H14O3 in a non-equilibrium geometry (ωB97M-V/def2-TZVPD, OMol25).

Orbital gap   10.547 eV
Electronic energy   -12590.844 eV
Energy relative to the best compared isomer or geometry (same formula, charge and spin)   1.2534 eV
SMILES   CCO[C@@H](O)C(C)(C)O
LUMO   0.0277 Ha

Each line ends with the natural charge from an NBO analysis.
Element x y z (Å)
C: 3.02 -0.65 -0.74  -0.6585
C: 2.32 0.07 0.38  -0.0592
O: 0.96 0.28 -0.27  -0.5788
C: -0.17 0.76 0.40  0.3602
O: -0.39 2.12 0.08  -0.7431
C: -1.38 -0.06 -0.13  0.2209
C: -1.21 -1.52 0.24  -0.6220
C: -2.69 0.50 0.41  -0.6322
O: -1.35 0.02 -1.55  -0.7173
H: 3.81 -0.06 -1.20  0.2131
H: 3.36 -1.65 -0.46  0.2147
H: 2.16 -0.73 -1.46  0.2638
H: 2.75 1.04 0.62  0.1750
H: 2.16 -0.55 1.27  0.1817
H: -0.06 0.64 1.49  0.1328
H: 0.45 2.58 0.10  0.4784
H: -0.26 -1.89 -0.14  0.2242
H: -1.24 -1.65 1.32  0.2036
H: -2.01 -2.10 -0.21  0.2208
H: -2.78 1.56 0.16  0.2237
H: -3.52 -0.04 -0.04  0.2173
H: -2.74 0.39 1.49  0.2041
H: -1.19 0.94 -1.78  0.4769



# C2H2ClFO2

An isolated molecule of C2H2ClFO2 in a non-equilibrium geometry (ωB97M-V/def2-TZVPD, OMol25).

Orbital gap (spin up / spin down)   7.676 / 9.014 eV
Electronic energy   -21436.216 eV
Energy relative to the best compared isomer or geometry (same formula, charge and spin)   0.4695 eV
Multiplicity   3
LUMO (spin up / spin down)   0.0231 / -0.1030 Ha

Each line ends with the natural charge from an NBO analysis.
Element x y z (Å)
C: -0.33 -1.10 -0.50  -0.0772
C: 0.26 0.45 0.01  0.6214
O: -0.42 -1.78 0.51  -0.2218
O: -0.84 1.13 0.40  -0.6796
F: 1.07 0.24 1.15  -0.3553
Cl: 1.33 1.20 -1.32  -0.0528
H: -0.41 -1.79 -1.45  0.2582
H: -0.65 1.65 1.20  0.5072



# C8H10BrClSi

An isolated molecule of C8H10BrClSi in a non-equilibrium geometry (ωB97M-V/def2-TZVPD, OMol25).

Orbital gap (spin up / spin down)   6.776 / 6.778 eV
Electronic energy   -98897.740 eV
Energy relative to the best compared isomer or geometry (same formula, charge and spin)   3.8128 eV
SMILES   C[C@H]1C=CC=C/C1=[Si](\Cl)CBr
LUMO (spin up / spin down)   -0.0284 / -0.0284 Ha

Each line ends with the natural charge from an NBO analysis.
Element x y z (Å)
C: -0.33 -2.16 1.42  -0.5681
C: 0.26 -0.96 0.32  -0.3141
C: -0.37 -1.46 -0.97  -0.1481
C: -1.68 -1.03 -1.23  -0.2602
C: -2.27 0.01 -0.43  -0.2375
C: -1.47 0.78 0.25  -0.2569
C: -0.02 0.51 0.30  -0.5044
Si: 0.89 1.99 -0.48  1.3410
Cl: 0.05 3.85 -0.67  -0.3486
C: 2.81 2.21 -0.34  -0.9571
Br: 3.46 1.64 1.35  0.0535
H: -0.15 -1.83 2.47  0.2100
H: 0.05 -3.12 1.23  0.2103
H: -1.38 -2.20 1.25  0.2097
H: 1.33 -1.14 0.24  0.2194
H: 0.06 -2.19 -1.55  0.2037
H: -2.17 -1.28 -2.15  0.2082
H: -3.30 0.06 -0.21  0.2121
H: -1.97 1.56 0.84  0.2167
H: 3.09 3.29 -0.61  0.2664
H: 3.14 1.46 -1.03  0.2440